Record 1
{"formula": "C22H21BrEuNO8S2Se", "method": "wB97M-V/def2-TZVPD", "e_lumo_ev": [2.0549, 2.0529], "multiplicity": 8, "total_charge": -1, "s2": 15.7593, "total_energy_ev": -217414.236, "homo_energy_ev": [-2.036, -5.810], "gap_ev": [4.09, 7.86], "species": ["Eu", "Br", "C", "C", "C", "C", "C", "N", "C", "O", "O", "H", "H", "H", "O", "S", "C", "C", "C", "C", "S", "O", "C", "C", "C", "C", "C", "C", "C", "C", "C", "C", "C", "C", "H", "H", "H", "H", "H", "H", "H", "H", "H", "H", "H", "H", "H", "H", "H", "H", "H", "H", "O", "Se", "O", "O", "O"], "xyz": [[1.35994, -0.39102, -0.84511], [4.37619, -2.14532, 0.38613], [4.68392, -0.39973, -0.29957], [5.94359, -0.08008, -0.77909], [6.10464, 1.17816, -1.33609], [5.02738, 2.04636, -1.40662], [3.80484, 1.62499, -0.90542], [3.66179, 0.42437, -0.33100], [2.54382, 2.49909, -1.04060], [2.71034, 3.68184, -1.33789], [1.45461, 1.88320, -0.83463], [6.75171, -0.79457, -0.72970], [7.06962, 1.46908, -1.73434], [5.08972, 3.02860, -1.85128], [-0.85348, -0.52955, -0.41485], [-1.74800, -1.27995, -1.37646], [-2.90136, -2.06335, -0.22989], [-2.26658, -3.26345, 0.48738], [-0.91622, -3.04079, 1.18717], [-0.97615, -1.91444, 2.20105], [0.67032, -1.33814, 2.69980], [1.38657, -1.10602, 1.40475], [0.21790, 0.25425, 3.32715], [0.14940, 1.34271, 2.48598], [-0.23422, 2.57036, 3.00167], [-0.55610, 2.71097, 4.33587], [-0.47816, 1.61777, 5.16577], [-0.08502, 0.38474, 4.66154], [-2.82920, -0.02003, -2.01382], [-3.89694, -0.38449, -2.82272], [-4.73130, 0.59957, -3.32696], [-4.48307, 1.93641, -3.03457], [-3.39335, 2.28446, -2.25043], [-2.55429, 1.30457, -1.73194], [-3.75648, -2.38908, -0.82839], [-3.24275, -1.28495, 0.45702], [-2.14327, -4.07322, -0.23426], [-3.00803, -3.60623, 1.21788], [-0.14504, -2.83448, 0.44089], [-0.62686, -3.97689, 1.67223], [-1.46881, -2.19217, 3.13992], [-1.45746, -1.02294, 1.80073], [0.44447, 1.25368, 1.45102], [-0.26484, 3.42727, 2.34039], [-0.85451, 3.67353, 4.72975], [-0.71449, 1.71655, 6.21811], [-0.01205, -0.47765, 5.31544], [-4.06815, -1.42508, -3.07613], [-5.56795, 0.32433, -3.95678], [-5.13331, 2.70602, -3.43124], [-3.18216, 3.32581, -2.04247], [-1.68966, 1.56398, -1.13393], [1.37633, -2.73706, -4.40034], [1.36869, -1.82275, -3.05403], [2.79166, -1.08363, -2.62163], [0.94820, -2.62010, -1.64623], [0.30363, -0.53555, -3.06926]]}

---

Record 2
{"formula": "C22H21Cl5CsN5O4S2", "method": "wB97M-V/def2-TZVPD", "e_lumo_ev": 3.4732, "total_charge": -2, "total_energy_ev": -123629.504, "homo_energy_ev": -2.373, "gap_ev": 5.85, "species": ["Cs", "C", "C", "N", "C", "C", "S", "C", "C", "N", "H", "H", "H", "H", "H", "H", "H", "H", "H", "H", "H", "H", "H", "H", "Cl", "C", "C", "C", "Cl", "C", "Cl", "C", "Cl", "C", "Cl", "O", "C", "O", "C", "C", "N", "N", "C", "C", "O", "O", "H", "H", "H", "S", "C", "C", "C", "C", "C", "N", "H", "H", "H", "H"], "xyz": [[0.66486, 0.18605, 1.15254], [0.63301, 2.58941, -2.61491], [-0.65295, 1.73118, -2.76804], [-0.45473, 0.33115, -2.45455], [0.01625, -0.53172, -3.50633], [1.47023, -0.29457, -3.93246], [2.74547, -0.43703, -2.63826], [3.43441, 1.24490, -2.59433], [2.83933, 2.20537, -1.55244], [1.40617, 2.13651, -1.48755], [0.33507, 3.64398, -2.53550], [1.24107, 2.51575, -3.51979], [-1.05338, 1.87371, -3.78437], [-1.40188, 2.11421, -2.07355], [-1.25317, -0.06314, -1.97386], [-0.59035, -0.44770, -4.42552], [-0.07442, -1.56143, -3.15904], [1.58064, 0.68520, -4.39900], [1.71367, -1.03335, -4.69799], [3.35632, 1.65522, -3.60387], [4.50003, 1.12215, -2.39399], [3.23520, 3.21149, -1.78084], [3.22193, 1.93953, -0.56471], [1.04505, 2.49011, -0.61019], [4.10022, -0.29767, 1.76317], [3.57703, -1.91642, 2.33082], [2.24993, -2.24027, 2.20300], [1.92827, -3.50297, 2.64502], [0.22920, -4.02059, 2.51980], [2.84247, -4.40830, 3.17980], [2.36478, -5.99712, 3.70946], [4.18102, -4.02294, 3.28905], [5.36103, -5.11165, 3.94751], [4.55930, -2.75261, 2.85964], [6.22714, -2.25854, 2.99456], [-1.74463, 5.43608, 3.82435], [-2.78399, 4.64691, 3.64297], [-3.88188, 4.91511, 4.09168], [-2.56523, 3.40204, 2.85482], [-3.57097, 2.49139, 2.60668], [-3.04921, 1.50984, 1.86559], [-1.75067, 1.69828, 1.60836], [-1.43399, 2.85285, 2.19328], [-0.01259, 3.35650, 2.08615], [0.27173, 4.39384, 2.73393], [0.77572, 2.69088, 1.36970], [-0.91762, 5.05669, 3.36348], [-4.60563, 2.50127, 2.90827], [-3.53703, 0.65915, 1.52234], [-4.84999, -1.05879, 1.10609], [-3.93991, -2.19276, 0.14470], [-4.17385, -3.58486, 0.29904], [-3.50467, -4.50429, -0.47247], [-2.58709, -4.06070, -1.42368], [-2.40151, -2.69719, -1.51319], [-3.02935, -1.77946, -0.76693], [-4.88859, -3.89562, 1.04874], [-3.68338, -5.56525, -0.33488], [-2.02731, -4.74274, -2.04959], [-1.68659, -2.30703, -2.23268]]}